A 2-piece molecular cluster, C4H9NO2 overall. Source: the Open Molecules 2025 dataset; level of theory: the ωB97M-V functional and the def2-TZVPD basis.

The HOMO energy is -10.37 eV. For the energy relative to the best compared isomer or geometry (same formula, charge and spin), the calculation gives 494.0 kJ/mol. For the frontier orbital gap, the calculation gives 8.958 eV. Its lowest unoccupied orbital energy is -1.410 eV.

Geometry (Å):
O 1.94 0.65 -0.98
O 0.81 0.42 1.07
N 0.14 -0.07 -1.16
C -2.38 0.72 0.84
C 0.87 0.33 -0.13
C -1.90 -0.59 0.26
C 3.05 -0.26 -0.86
H -2.81 1.36 0.07
H -1.32 -1.20 0.96
H -3.16 0.55 1.60
H -1.54 1.24 1.31
H -1.17 -0.38 -0.58
H 3.56 -0.06 0.09
H 2.70 -1.30 -0.90
H -2.67 -1.19 -0.24
H 3.72 -0.05 -1.70

One molecule with the formula C4H9NO2. Source: the Open Molecules 2025 dataset; level of theory: the ωB97M-V functional and the def2-TZVPD basis.

The HOMO energy is -9.85 eV. For the energy relative to the best compared isomer or geometry (same formula, charge and spin), the calculation gives 126.4 kJ/mol. For the frontier orbital gap, the calculation gives 10.479 eV. Its lowest unoccupied orbital energy is 0.630 eV. The SMILES is C[C@@H](CO)NC=O.

Geometry (Å):
O 0.43 0.41 2.19
O -0.60 -2.06 0.72
N -0.88 0.83 0.39
C -0.16 0.02 -0.58
C -0.58 0.89 1.72
C 0.31 -1.35 -0.11
C 1.02 0.80 -1.16
H -1.74 1.19 0.01
H 0.65 -1.98 -0.92
H -1.30 1.48 2.29
H 1.75 0.23 -1.76
H 1.14 -1.15 0.56
H 0.67 1.56 -1.87
H 1.60 1.32 -0.39
H -1.50 -2.10 0.35
H -0.82 -0.09 -1.44

C4H9NO2 as an isolated structure. Source: the Open Molecules 2025 dataset; level of theory: the ωB97M-V functional and the def2-TZVPD basis.

The HOMO energy is -8.32 eV. For the energy relative to the best compared isomer or geometry (same formula, charge and spin), the calculation gives 572.3 kJ/mol. For the frontier orbital gap, the calculation gives 8.861 eV. Its lowest unoccupied orbital energy is 0.546 eV.

Geometry (Å):
O 0.28 0.47 -2.97
O 1.94 -1.02 -1.11
N 0.09 -0.08 0.60
C 0.94 -0.47 -0.94
C -0.83 -1.03 1.21
C 0.50 1.03 1.43
C -0.27 0.23 -1.15
H -0.41 -1.43 2.14
H -1.17 -0.33 -1.37
H -0.29 1.31 -1.16
H -0.36 1.64 1.75
H -1.79 -0.56 1.44
H 0.17 -0.25 -3.60
H 1.03 0.68 2.32
H 1.18 1.67 0.87
H -1.02 -1.86 0.53